Record 1
40
Properties=species:S:1:pos:R:3:forces:R:3 method="wB97M-V/def2-TZVPD" smiles="CCOc1cc([C@@H]2NN=C(c3ccc(C)cc3)S2)ccc1O" multiplicity=1 charge=0
C 1.915 2.576 -1.146 0.3 -0.1 0.3
C 3.234 2.572 -0.383 0.0 0.4 -0.5
O 3.243 1.742 0.772 0.0 -0.6 0.3
C 3.271 0.374 0.535 0.1 0.1 -0.1
C 2.147 -0.358 0.204 0.2 0.1 0.1
C 2.240 -1.731 -0.002 0.1 -0.1 0.0
C 1.012 -2.494 -0.406 0.1 -0.1 0.3
N 0.423 -2.003 -1.658 0.3 -0.6 -0.1
N -0.706 -1.283 -1.528 -0.8 0.7 -0.2
C -1.268 -1.355 -0.392 1.1 -0.7 0.1
C -2.527 -0.739 -0.053 -0.7 0.4 0.1
C -3.059 -0.854 1.230 0.2 0.0 -0.3
C -4.262 -0.254 1.542 -0.2 0.1 0.0
C -4.967 0.471 0.590 0.1 -0.1 0.1
C -6.264 1.138 0.933 0.0 0.1 0.0
C -4.432 0.584 -0.691 0.0 0.0 0.1
C -3.231 -0.010 -1.014 0.1 -0.1 0.1
S -0.346 -2.311 0.821 -0.1 0.0 -0.5
C 3.467 -2.363 0.141 -0.3 0.1 0.0
C 4.591 -1.645 0.500 0.2 0.3 0.1
C 4.504 -0.274 0.703 -0.3 0.0 -0.1
O 5.596 0.437 1.067 0.1 0.1 0.0
H 1.944 3.356 -1.902 0.0 0.1 -0.1
H 1.744 1.623 -1.639 -0.1 0.0 -0.1
H 1.090 2.777 -0.466 -0.1 0.0 0.0
H 4.052 2.281 -1.058 0.0 0.0 0.1
H 3.438 3.571 0.010 0.0 -0.1 -0.1
H 1.192 0.141 0.125 -0.1 0.1 0.0
H 1.233 -3.563 -0.507 0.1 0.2 0.1
H 1.081 -1.595 -2.311 -0.1 0.0 0.1
H -2.520 -1.419 1.978 0.0 0.0 0.1
H -4.663 -0.353 2.541 -0.1 0.0 0.1
H -6.089 2.187 1.178 -0.1 0.1 0.0
H -6.730 0.664 1.793 -0.1 0.0 0.0
H -6.952 1.103 0.092 -0.1 0.0 0.0
H -4.970 1.144 -1.442 -0.1 0.0 -0.1
H -2.819 0.074 -2.007 0.0 0.0 -0.1
H 3.541 -3.428 -0.018 0.0 -0.1 0.0
H 5.546 -2.128 0.630 0.1 -0.1 0.0
H 5.302 1.347 1.239 0.0 -0.2 0.0

***

Record 2
97
Properties=species:S:1:pos:R:3:forces:R:3 method="wB97M-V/def2-TZVPD" smiles="C[C@H](Br)Cc1ccc2c(c1)C(=O)NC2=O.O=C1c2ccccc2C(=O)c2ccccc21.O=C1c2ccccc2C(=O)c2ccccc21.O=C1c2ccccc2C(=O)c2ccccc21" multiplicity=1 charge=0
C -5.665 0.726 -0.844 1.1 -0.4 1.1
C -6.294 -0.720 -1.129 -1.5 1.3 0.1
Br -4.760 -2.013 -1.230 -1.0 0.6 0.1
C -7.236 -0.779 -2.467 1.1 0.4 -0.6
C -6.967 0.560 -3.293 0.5 1.6 -1.8
C -7.864 1.824 -3.093 3.5 -0.4 -2.8
C -7.492 3.083 -3.910 1.9 -2.5 -0.3
C -6.268 3.048 -4.847 0.7 -3.0 0.4
C -5.378 1.794 -5.073 -3.3 -0.3 2.7
C -5.737 0.524 -4.271 -1.7 3.1 -0.1
C -4.226 2.114 -6.119 0.4 -1.1 -0.2
O -3.402 1.363 -6.692 -3.3 3.1 2.5
N -4.345 3.590 -6.338 -0.4 0.1 1.1
C -5.597 4.151 -5.775 -2.6 1.0 1.5
O -6.107 5.284 -5.908 2.7 -3.7 -0.1
H -5.103 0.636 0.166 -0.9 0.1 -1.5
H -4.848 1.033 -1.600 -1.6 -0.5 1.0
H -6.437 1.556 -0.705 0.9 -1.3 -0.5
H -7.006 -0.986 -0.260 1.6 0.1 -1.2
H -8.340 -0.923 -2.212 1.6 0.4 -0.2
H -6.926 -1.687 -3.112 -0.5 1.5 1.0
H -8.741 1.756 -2.354 1.5 0.3 -1.4
H -8.070 4.056 -3.816 0.8 -1.5 -0.1
H -5.085 -0.404 -4.403 -1.2 1.4 0.4
H -3.584 4.078 -5.822 -0.3 -0.3 -1.1
O -0.074 -2.618 -0.239 0.3 -0.1 -0.4
C 0.642 -2.658 -1.227 -0.4 0.0 0.7
C 0.050 -2.755 -2.580 -0.2 0.0 -0.3
C -1.337 -2.780 -2.724 -0.2 0.0 -0.2
C -1.904 -2.832 -3.993 0.1 0.0 0.1
C -1.087 -2.857 -5.121 0.2 0.0 0.1
C 0.297 -2.849 -4.980 -0.2 0.0 -0.1
C 0.868 -2.805 -3.708 -0.4 0.0 -0.2
C 2.342 -2.815 -3.567 0.6 -0.1 -0.8
O 3.057 -2.913 -4.550 -0.2 0.0 0.3
C 2.934 -2.698 -2.215 0.2 0.0 0.3
C 4.322 -2.670 -2.070 0.1 0.0 0.2
C 4.886 -2.526 -0.808 -0.1 0.0 -0.1
C 4.068 -2.408 0.314 -0.2 0.0 -0.1
C 2.685 -2.450 0.175 0.2 0.0 0.1
C 2.114 -2.600 -1.090 0.3 0.1 0.2
H -1.979 -2.756 -1.848 0.2 0.0 0.0
H -2.983 -2.847 -4.103 0.1 0.0 0.0
H -1.530 -2.884 -6.112 0.1 0.0 0.1
H 0.928 -2.874 -5.863 0.1 0.0 0.2
H 4.964 -2.756 -2.941 -0.2 0.0 0.0
H 5.965 -2.500 -0.698 -0.1 0.0 0.0
H 4.509 -2.286 1.297 -0.1 0.0 -0.1
H 2.053 -2.361 1.053 -0.1 0.0 -0.2
O 6.351 0.729 -0.096 0.0 0.2 0.1
C 6.342 1.929 0.117 0.0 -0.9 -0.2
C 7.326 2.538 1.041 0.3 0.1 0.2
C 8.285 1.732 1.656 0.2 0.0 0.1
C 9.237 2.301 2.494 -0.2 0.0 -0.1
C 9.236 3.676 2.720 -0.2 0.0 -0.1
C 8.272 4.479 2.123 0.2 -0.1 0.1
C 7.310 3.911 1.287 0.3 -0.2 0.2
C 6.276 4.772 0.669 0.0 1.0 0.2
O 6.229 5.963 0.927 0.0 -0.3 -0.1
C 5.305 4.167 -0.270 -0.3 0.0 -0.2
C 4.348 4.974 -0.886 -0.2 0.0 -0.2
C 3.453 4.421 -1.795 0.2 0.0 0.1
C 3.511 3.061 -2.092 0.2 0.0 0.2
C 4.454 2.251 -1.469 -0.2 0.1 -0.1
C 5.351 2.802 -0.552 -0.3 0.1 -0.3
H 8.294 0.661 1.480 -0.1 0.2 -0.1
H 9.985 1.673 2.968 -0.1 0.1 -0.1
H 9.988 4.121 3.365 -0.1 0.0 -0.1
H 8.273 5.549 2.307 -0.2 -0.1 -0.1
H 4.301 6.036 -0.663 0.2 -0.2 0.1
H 2.712 5.051 -2.277 0.1 -0.1 0.1
H 2.818 2.632 -2.809 0.1 0.0 0.1
H 4.492 1.191 -1.702 0.1 0.1 0.2
O -0.308 0.304 5.541 -0.1 -0.3 0.0
C -0.854 -0.786 5.563 0.4 0.8 -0.1
C -1.112 -1.471 6.850 0.0 -0.1 0.4
C -0.745 -0.853 8.046 0.0 -0.1 0.2
C -1.019 -1.471 9.261 0.0 0.0 -0.2
C -1.661 -2.707 9.286 0.0 0.0 -0.2
C -2.013 -3.334 8.096 0.0 0.0 0.3
C -1.733 -2.720 6.875 0.0 0.1 0.4
C -2.095 -3.403 5.612 -0.4 -0.9 -0.1
O -2.588 -4.518 5.633 0.1 0.3 0.0
C -1.856 -2.710 4.327 0.0 0.1 -0.3
C -2.226 -3.328 3.131 0.0 0.1 -0.3
C -2.035 -2.671 1.921 -0.1 0.0 0.3
C -1.476 -1.395 1.899 0.0 0.1 0.3
C -1.094 -0.782 3.087 -0.1 -0.1 -0.3
C -1.278 -1.441 4.305 -0.1 -0.1 -0.3
H -0.249 0.113 8.033 -0.1 -0.1 -0.2
H -0.737 -0.987 10.190 0.0 0.0 -0.1
H -1.886 -3.184 10.235 0.0 0.0 -0.1
H -2.508 -4.299 8.122 0.1 0.1 -0.2
H -2.666 -4.320 3.141 0.1 0.1 0.2
H -2.327 -3.152 0.993 0.1 0.1 0.1
H -1.337 -0.880 0.955 0.0 -0.1 0.1
H -0.656 0.211 3.063 0.0 -0.1 0.2

***

Record 3
76
Properties=species:S:1:pos:R:3:forces:R:3 method="wB97M-V/def2-TZVPD" multiplicity=1 charge=0
Pt 1.886 -2.198 -0.806 -1.2 0.2 1.4
C 1.261 3.732 -4.196 0.0 0.0 0.0
C 2.172 3.129 -3.147 0.0 0.0 0.0
C 2.295 3.994 -1.908 0.0 0.0 0.0
O 1.746 1.779 -2.833 0.0 0.0 -0.1
P 0.575 1.212 -1.950 -0.2 0.0 0.2
O 0.237 -0.163 -2.328 0.1 -0.1 0.1
C 1.125 1.409 -0.228 0.2 -0.1 -0.1
P 0.351 0.299 0.945 -0.1 -0.2 0.4
O 0.418 -1.146 0.613 0.2 0.1 -0.5
O 1.102 0.650 2.285 0.0 0.1 -0.2
C 0.937 -0.265 3.435 0.1 -0.1 0.1
C 2.024 -1.315 3.400 0.1 0.2 -0.1
C 0.969 0.607 4.668 -0.1 0.0 0.0
O -1.160 0.705 1.096 0.0 0.0 0.0
C -1.638 1.847 1.870 0.0 0.0 0.0
C -2.585 1.309 2.920 0.0 0.0 0.0
C -2.295 2.826 0.921 0.0 0.0 0.0
O -0.646 2.232 -2.001 0.0 0.0 -0.1
C -1.774 1.989 -2.912 0.1 0.0 0.0
C -2.673 0.904 -2.355 -0.1 0.1 0.0
C -2.490 3.313 -3.054 0.0 0.0 0.0
H 1.708 4.649 -4.582 0.0 0.0 0.0
H 0.290 3.977 -3.770 0.0 0.0 0.0
H 1.126 3.040 -5.027 0.0 0.0 0.0
H 3.160 2.968 -3.577 0.0 0.0 0.0
H 1.313 4.205 -1.480 0.0 0.0 0.0
H 2.748 4.948 -2.181 0.0 0.0 0.0
H 2.927 3.524 -1.156 0.0 0.0 0.0
H 0.983 2.438 0.108 0.0 0.0 0.0
H 2.195 1.189 -0.196 0.0 0.0 0.0
H -0.044 -0.740 3.337 0.0 0.0 0.0
H 3.003 -0.845 3.514 0.0 0.1 0.1
H 1.999 -1.893 2.476 -0.1 0.0 0.3
H 1.880 -2.012 4.227 0.0 0.0 -0.1
H 1.941 1.093 4.763 0.0 0.0 0.0
H 0.802 -0.005 5.555 0.0 0.0 0.0
H 0.194 1.374 4.630 0.0 0.0 0.0
H -0.772 2.311 2.349 0.0 0.0 0.0
H -3.410 0.780 2.445 0.0 0.0 -0.1
H -2.982 2.132 3.516 0.0 0.0 0.0
H -2.082 0.607 3.584 0.0 0.0 0.0
H -3.233 2.416 0.543 0.0 0.0 0.0
H -1.646 3.052 0.074 0.0 0.0 0.1
H -2.517 3.754 1.450 0.0 0.0 0.0
H -1.354 1.671 -3.870 0.0 0.0 0.0
H -3.070 1.202 -1.383 0.0 -0.1 0.0
H -2.128 -0.032 -2.262 0.0 0.1 -0.1
H -3.512 0.749 -3.035 0.0 0.0 0.0
H -2.857 3.645 -2.081 0.0 0.0 0.0
H -3.345 3.198 -3.720 0.0 0.0 0.0
H -1.838 4.084 -3.463 0.0 0.0 0.0
Cl 4.986 -2.336 -2.745 -0.1 0.0 0.1
Si 3.176 -3.231 -2.292 0.1 0.0 -0.6
Cl 2.116 -3.289 -4.051 0.0 0.0 0.0
Cl 3.625 -5.170 -1.804 0.0 0.0 0.1
F -3.871 -3.416 2.538 0.0 0.0 0.0
C -2.965 -3.374 1.556 0.0 0.0 0.0
C -2.013 -4.304 1.445 -0.1 0.1 0.0
N -1.062 -4.274 0.445 0.2 0.3 -0.2
C 0.050 -5.228 0.579 0.1 -0.1 0.0
C 0.953 -4.784 1.770 0.0 0.2 0.0
O 0.979 -5.541 2.741 0.0 -0.2 0.1
O 1.501 -3.661 1.618 0.0 -0.2 -0.4
C -1.021 -3.244 -0.438 -0.6 0.0 0.3
O -0.175 -3.079 -1.330 1.2 0.0 -0.1
N -2.081 -2.370 -0.371 0.3 0.1 0.0
C -3.036 -2.258 0.631 -0.2 0.0 0.0
O -3.813 -1.329 0.678 0.0 0.0 0.0
H -1.921 -5.121 2.148 0.0 0.0 0.0
H 0.591 -5.256 -0.363 0.0 0.1 0.0
H -0.383 -6.204 0.790 0.0 0.0 -0.1
H -1.982 -1.562 -0.972 0.0 0.0 0.0
N 4.425 -1.628 0.738 -0.2 0.2 -0.1
C 3.456 -1.740 0.109 -0.1 -0.8 -0.5
H 5.151 -1.928 1.357 0.0 0.1 0.0

***

no.,total energy (eV)
1,-35830.8494
2,-143422.5565
3,-116251.3702